No. 1
Here is a single C7H12N2 molecule from the Open Molecules 2025 dataset. Energies are from ωB97M-V/def2-TZVPD.

Last column: Löwdin charge in e.
Geometry (Å):
C (2.1613, 0.4400, -0.5299)  -0.103
C (1.8177, -1.1498, -0.4686)  -0.161
C (0.7794, -0.8202, 0.4912)  -0.365
C (1.1914, 0.6397, 0.6680)  -0.247
C (-0.8555, 0.6451, -0.3892)  -0.304
C (-2.4582, 0.3607, -0.2114)  -0.161
C (-0.7655, -0.6753, 0.5566)  -0.206
H (1.8823, 1.1662, -1.3608)  0.118
H (3.1989, 0.3297, -0.2644)  0.086
H (2.6250, -1.9345, 0.0194)  0.145
H (1.3930, -1.9941, -1.3555)  0.165
H (1.0140, -1.2324, 1.5342)  0.141
H (1.5360, 0.9394, 1.7968)  0.180
H (0.7313, 2.0522, -0.6469)  0.115
H (-0.4732, 0.0855, -1.2931)  0.140
H (-3.2107, 0.4946, -1.0759)  0.115
H (-2.6850, 1.0709, 0.6927)  0.136
H (-1.9856, -1.3038, -1.0451)  0.094
H (-0.8063, -0.4687, 1.6270)  0.137
N (0.0364, 1.6585, 0.1465)  0.008
N (-2.0997, -1.0650, -0.0507)  -0.033

Output
E = -383.16819 hartree
E_LUMO = 0.907 eV


No. 2
Here is 2 unconnected molecules or ions with the total composition C7H12N2O from the Open Molecules 2025 dataset. Energies are from ωB97M-V/def2-TZVPD.

Last column: Löwdin charge in e.
Geometry (Å):
C (0.4445, 1.1978, 1.2280)  -0.251
C (1.3864, -0.8236, 1.8113)  -0.066
C (-0.7442, 0.3359, 3.0124)  0.120
C (1.1801, -0.2274, -1.8258)  -0.067
C (-1.1161, 0.7355, -2.3842)  -0.010
C (0.3036, 0.1291, 2.1885)  -0.309
C (-0.2333, -0.1246, -1.4208)  -0.401
N (0.5279, 2.1809, 0.6254)  0.178
N (-0.6520, -0.9619, -0.5583)  -0.005
O (-1.9769, -1.0005, -0.1285)  -0.034
H (1.2576, -1.2140, 0.8315)  0.030
H (1.2858, -1.7748, 2.4264)  0.107
H (2.4263, -0.4773, 1.8043)  0.095
H (-1.3459, 1.1457, 2.9471)  0.047
H (-2.4927, -0.8638, -0.9273)  0.070
H (-0.9078, -0.3711, 3.7416)  0.048
H (1.5872, 0.6189, -1.3287)  0.059
H (1.7723, -1.0682, -1.4880)  0.071
H (1.3548, -0.3665, -2.9353)  0.109
H (-1.6162, 1.3955, -1.6910)  0.072
H (-0.5393, 1.3269, -3.1084)  0.088
H (-1.9022, 0.2074, -2.8202)  0.048

Output
E = -458.52861 hartree
E_LUMO = 0.781 eV


No. 3
Here is a single C7H12N2O molecule from the Open Molecules 2025 dataset. Energies are from ωB97M-V/def2-TZVPD.

Last column: Löwdin charge in e.
Geometry (Å):
C (-1.5446, 0.5786, 2.3644)  -0.157
C (-1.3904, -0.1467, 1.2010)  -0.067
C (0.4490, 0.9254, 1.7691)  -0.176
C (-0.3095, 1.1737, -1.5989)  -0.103
C (0.0377, -1.8987, -0.6043)  -0.008
C (0.9048, 0.3526, -1.4220)  -0.163
C (0.7201, -0.6201, -0.2405)  -0.491
N (-0.3987, 1.2056, 2.7225)  0.052
N (-0.0346, 0.0127, 0.8847)  -0.013
O (2.0271, -1.1100, 0.1423)  0.025
H (-2.2994, 0.8342, 3.0746)  0.091
H (-2.1700, -0.6351, 0.6654)  0.106
H (1.4037, 1.3464, 1.7197)  0.112
H (-0.3527, 1.7474, -2.4986)  0.080
H (-0.5254, 1.6784, -0.7344)  0.049
H (-1.2064, 0.6160, -1.8515)  0.084
H (-0.6890, -2.2934, 0.1733)  0.101
H (0.6572, -2.7603, -0.8265)  0.090
H (-0.5761, -1.6031, -1.5065)  0.104
H (1.0141, -0.1755, -2.2913)  0.086
H (1.7779, 1.0994, -1.3605)  0.155
H (2.5050, -0.3275, 0.2179)  0.043

Output
E = -458.62860 hartree
E_LUMO = 0.772 eV


No. 4
Here is 2 unconnected molecules or ions with the total composition C7H12N2O from the Open Molecules 2025 dataset. Energies are from ωB97M-V/def2-TZVPD.

Last column: Löwdin charge in e.
Geometry (Å):
C (3.4851, 1.0099, -1.2451)  -0.167
C (3.5184, -0.2942, -1.2822)  -0.237
C (0.7405, -1.2045, 0.6294)  -0.163
C (-1.7072, -0.7925, 0.7021)  -0.064
C (-0.3671, -0.2726, -1.3586)  -0.040
C (-0.0887, 1.1333, 0.6907)  -0.051
C (-0.3627, -0.2833, 0.1775)  -0.600
N (2.8178, 2.0129, -1.5655)  0.115
N (1.9515, -0.8847, 0.5140)  0.129
O (4.0501, -1.3464, -1.2101)  0.107
H (0.4111, -2.1659, 1.0434)  0.129
H (-2.5068, -0.1166, 0.4078)  0.084
H (-1.6982, -0.8552, 1.7882)  0.082
H (-1.9305, -1.7788, 0.2999)  0.081
H (0.5712, 0.1308, -1.7288)  0.067
H (-0.4964, -1.2790, -1.7496)  0.085
H (-1.1816, 0.3487, -1.7199)  0.086
H (-0.8635, 1.8130, 0.3449)  0.085
H (0.8728, 1.4746, 0.3191)  0.054
H (-0.0693, 1.1513, 1.7776)  0.084
H (3.2259, 2.9135, -1.3207)  0.059
H (2.6291, -1.5738, 0.8315)  0.074

Output
E = -458.56284 hartree
E_LUMO = -0.496 eV


No. 5
Here is a single C7H12N2O2 molecule from the Open Molecules 2025 dataset. Energies are from ωB97M-V/def2-TZVPD.

Last column: Löwdin charge in e.
Geometry (Å):
C (1.8286, 0.6671, 0.3416)  -0.087
C (0.4532, -0.4856, 0.0120)  -0.012
C (2.9311, -0.1967, 0.1358)  -0.527
C (-1.3387, 0.5311, -1.4210)  -0.026
C (-1.5240, 0.7437, 1.0263)  -0.033
C (-1.7996, -1.5905, -0.0411)  -0.075
C (-1.0464, -0.3122, -0.0656)  -0.558
N (2.4334, -1.4994, -0.1037)  0.084
N (1.5683, 1.9971, 0.6292)  0.064
O (4.0846, 0.1580, 0.2226)  0.027
O (1.0769, -1.6349, -0.2784)  0.001
H (-1.1524, -0.0709, -2.3301)  0.088
H (-2.3802, 0.8521, -1.3432)  0.076
H (-0.6284, 1.3505, -1.3932)  0.063
H (-1.7432, 0.0002, 1.8713)  0.103
H (-2.4821, 1.1866, 0.7555)  0.078
H (-0.6448, 1.3534, 1.2260)  0.055
H (-2.8499, -1.2904, 0.4733)  0.132
H (-1.4121, -2.2803, 0.7754)  0.102
H (-1.8778, -2.1617, -0.9877)  0.091
H (3.0529, -2.1649, -0.5479)  0.163
H (2.4933, 2.3532, 0.9933)  0.133
H (0.9574, 2.4944, 0.0496)  0.058

Output
E = -533.72828 hartree
E_LUMO (spin up / spin down) = 0.583 / 0.582 eV


No. 6
Here is a single C7H12N2O2 molecule from the Open Molecules 2025 dataset. Energies are from ωB97M-V/def2-TZVPD.

Last column: Löwdin charge in e.
Geometry (Å):
C (-2.2426, 0.6763, -0.1600)  -0.004
C (-0.9631, 0.2907, -0.4517)  -0.235
C (0.1029, 1.3183, -0.7581)  -0.145
C (1.2092, 1.3783, 0.2838)  -0.169
C (1.4829, 0.0760, 1.1528)  -0.202
C (1.7908, -1.2184, 0.4430)  -0.197
C (0.8344, -1.3895, -0.7401)  -0.188
H (-2.5255, 1.7287, -0.1306)  0.128
H (0.5312, 1.1046, -1.7620)  0.124
H (-0.4297, 2.2495, -0.9049)  0.109
H (2.0980, 1.7252, -0.2562)  0.105
H (1.0831, 2.2151, 1.0395)  0.125
H (0.5943, -0.0595, 1.8324)  0.125
H (2.3716, 0.2948, 1.7922)  0.114
H (2.8132, -1.1906, -0.0038)  0.121
H (1.7335, -2.0679, 1.1664)  0.122
H (0.7806, -2.4029, -1.1757)  0.127
H (1.2210, -0.8057, -1.6192)  0.124
H (-1.2030, -1.6348, -0.1199)  0.110
N (-3.2840, -0.1884, 0.1889)  -0.408
N (-0.5378, -0.9940, -0.5093)  0.061
O (-3.0922, -1.4191, 0.2587)  0.010
O (-4.3689, 0.3132, 0.4339)  0.044

Output
E = -533.81625 hartree
E_LUMO = 0.335 eV